No. 1
ORCA calculation (wB97M-V/def2-TZVPD) on a 2-piece molecular cluster, C5H12NO overall in a non-equilibrium geometry.

The geometry in ORCA input format:
```
! RIJCOSX wB97M-V def2-TZVPD def2/J DEFGRID3
* xyz 1 1
C 0.812 -0.206 0.673
C -0.485 -0.530 0.046
C -2.116 -2.176 0.690
C -1.788 -0.596 0.727
C 1.602 1.584 -1.533
N 2.486 2.361 -0.879
O 0.115 0.822 0.040
H 0.837 -0.132 1.774
H 1.814 -0.537 0.383
H -0.661 -0.917 -0.930
H -2.564 -2.563 -0.154
H -2.956 -2.305 1.521
H -1.230 -2.730 0.978
H -1.813 -0.087 1.663
H -2.499 0.048 0.193
H 1.766 0.533 -1.541
H 0.836 2.086 -2.230
H 2.477 3.427 -0.850
H 3.366 1.919 -0.569
*
```

The HOMO-LUMO gap is 9.5 eV. For the LUMO energy, the calculation gives -4.794 eV. The calculation puts the HOMO energy at -14.3 eV.

natural (NBO) population analysis, charges in e, atoms 1 to 2: -0.121 0.075

No. 2
ORCA calculation (wB97M-V/def2-TZVPD) on a 4-piece molecular cluster, C6H16N2O3 overall in a non-equilibrium geometry.

The geometry in ORCA input format:
```
! RIJCOSX wB97M-V def2-TZVPD def2/J DEFGRID3
* xyz 0 1
C 2.242 0.761 -0.050
C 0.848 0.663 -0.708
C -0.296 0.271 0.184
C -1.409 1.047 0.347
N -2.269 0.429 1.240
C -1.666 -0.709 1.689
C -0.467 -0.862 1.040
N 2.706 -0.537 0.525
H 2.935 1.111 -0.809
H 2.228 1.411 0.824
H 0.928 -0.141 -1.438
H 0.672 1.567 -1.289
H -1.771 1.952 -0.106
H -2.956 0.942 1.765
H -2.085 -1.537 2.219
H 0.183 -1.721 1.028
H 2.213 -0.612 1.406
H 2.413 -1.278 -0.102
H -1.259 -2.831 -1.023
H -0.373 -3.072 -2.223
O -0.785 -3.525 -1.482
H -0.189 2.070 3.105
H 0.352 2.059 1.731
O 0.363 2.610 2.525
H -1.142 0.718 -3.675
H -0.898 -0.791 -3.179
O -0.519 0.005 -3.545
*
```

The HOMO-LUMO gap is 9.1 eV. Its SMILES is NCCc1cc[nH]c1.O.O.O. For the LUMO energy, the calculation gives 0.286 eV. The calculation puts the HOMO energy at -8.8 eV.

natural (NBO) population analysis, charges in e, atoms 1 to 2: -0.212 -0.440

No. 3
ORCA calculation (wB97M-V/def2-TZVPD) on a 3-piece molecular cluster, C2H11N3O2 overall in a non-equilibrium geometry.

The geometry in ORCA input format:
```
! RIJCOSX wB97M-V def2-TZVPD def2/J DEFGRID3
* xyz 0 1
C 1.415 0.144 0.277
N 0.171 0.774 0.249
C -0.966 0.150 -0.215
N -2.168 0.840 -0.017
N -0.809 -0.947 -0.949
H 2.072 0.656 1.075
H 1.457 -0.898 0.571
H 1.773 0.297 -0.847
H 0.251 1.845 0.083
H -2.043 1.795 0.325
H -2.955 0.338 0.331
H -1.640 -1.535 -1.067
H 0.082 -0.511 3.450
H -0.392 0.183 2.118
O -0.405 0.235 3.099
H 1.528 -1.056 -2.053
H 0.889 -1.106 -3.464
O 1.739 -1.204 -2.966
*
```

The HOMO-LUMO gap is 9.8 eV. Its SMILES is [H]/N=C(\N)NC.O.O. For the LUMO energy, the calculation gives 0.505 eV. The calculation puts the HOMO energy at -9.3 eV.

natural (NBO) population analysis, charges in e, atoms 1 to 2: -0.423 -0.657

No. 4
ORCA calculation (wB97M-V/def2-TZVPD) on C18H15N5ORuS2 as an isolated structure.

The geometry in ORCA input format:
```
! RIJCOSX wB97M-V def2-TZVPD def2/J DEFGRID3
* xyz 1 2
Ru -0.135 -0.841 0.052
N 2.604 0.327 3.239
C 1.938 0.027 2.119
S 0.313 -0.598 2.309
N 2.552 0.212 0.978
N 1.795 -0.133 -0.096
C 2.338 -0.066 -1.270
C 3.736 0.362 -1.503
C 3.995 1.517 -2.233
C 5.305 1.911 -2.464
C 6.354 1.143 -1.981
C 6.096 -0.013 -1.257
C 4.790 -0.401 -1.010
C 1.454 -0.440 -2.384
C 1.835 -0.424 -3.715
C 0.906 -0.767 -4.686
C -0.378 -1.115 -4.304
C -0.687 -1.128 -2.955
N 0.209 -0.809 -2.024
H 2.169 0.233 4.138
H 3.535 0.702 3.170
H 3.173 2.118 -2.604
H 5.504 2.817 -3.020
H 7.376 1.448 -2.166
H 6.915 -0.611 -0.879
H 4.584 -1.293 -0.433
H 2.846 -0.147 -3.975
H 1.186 -0.760 -5.731
H -1.132 -1.383 -5.030
H -1.669 -1.411 -2.600
O -1.905 -1.682 0.119
N -3.006 -0.904 0.087
C -4.200 -1.536 0.190
C -5.352 -0.812 0.162
C -5.269 0.585 0.028
C -4.047 1.194 -0.070
C -2.871 0.425 -0.036
S -1.292 1.093 -0.131
H -4.133 -2.608 0.294
H -6.302 -1.317 0.247
H -6.171 1.181 0.006
H -3.951 2.266 -0.168
*
```

The HOMO-LUMO gap (alpha / beta) is 7.1 / 6.7 eV. For the LUMO energy (alpha / beta), the calculation gives -3.908 / -4.265 eV. As for the expectation value of S²: 0.757. The calculation puts the HOMO energy (alpha / beta) at -11.0 / -10.9 eV.

natural (NBO) population analysis, charges in e, atoms 1 to 2: 0.720 -0.759

No. 5
ORCA calculation (wB97M-V/def2-TZVPD) on a 2-piece molecular cluster, C4H6N3O overall in a non-equilibrium geometry.

The geometry in ORCA input format:
```
! RIJCOSX wB97M-V def2-TZVPD def2/J DEFGRID3
* xyz 1 1
C 2.483 1.218 0.309
C -1.061 -1.235 -0.480
C 2.550 -0.287 0.300
C -0.418 1.054 0.080
N 1.325 -2.301 0.145
N 1.505 -1.183 0.114
N -0.270 -0.329 -0.174
O 2.834 0.641 -0.750
H -0.642 -2.246 -0.551
H -2.121 -1.108 -0.662
H 3.430 -0.768 0.728
H 0.581 1.534 0.126
H -0.884 1.201 1.062
H -1.025 1.559 -0.680
*
```

The HOMO-LUMO gap (alpha / beta) is 9.7 / 9.7 eV. For the LUMO energy (alpha / beta), the calculation gives -5.246 / -5.245 eV. The calculation puts the HOMO energy (alpha / beta) at -14.9 / -14.9 eV.

natural (NBO) population analysis, charges in e, atoms 1 to 2: 0.433 0.040

No. 6
ORCA calculation (wB97M-V/def2-TZVPD) on C35H53MgN4OP2 as an isolated structure in a non-equilibrium geometry.

The geometry in ORCA input format:
```
! RIJCOSX wB97M-V def2-TZVPD def2/J DEFGRID3
* xyz 1 1
C -1.307 -1.807 -1.969
C 0.714 -2.873 -1.207
C -1.519 -2.771 -2.950
C 0.465 -3.924 -2.163
C -0.613 -3.865 -3.018
H -2.379 -2.696 -3.620
H 1.178 -4.751 -2.213
H -0.772 -4.660 -3.756
N -0.255 -1.860 -1.097
P -2.435 -0.340 0.050
P 2.274 -1.271 0.353
C -2.288 -0.665 -1.783
H -1.885 0.262 -2.227
H -3.247 -0.884 -2.279
C 1.880 -2.816 -0.434
H 2.641 -3.586 -0.601
C 3.427 -0.317 -0.886
C 3.305 -1.666 1.914
C -3.384 1.307 0.264
C -3.520 -1.827 0.620
C 3.456 1.182 -0.519
H 4.098 1.370 0.357
H 3.866 1.766 -1.365
H 2.453 1.566 -0.283
C 4.870 -0.846 -0.984
H 5.457 -0.657 -0.071
H 4.892 -1.926 -1.206
H 5.382 -0.326 -1.817
C 2.782 -0.540 -2.275
H 3.188 0.201 -2.990
H 3.013 -1.551 -2.649
H 1.688 -0.448 -2.257
C 3.982 -0.387 2.443
H 3.248 0.428 2.568
H 4.429 -0.596 3.433
H 4.791 -0.033 1.783
C 2.352 -2.190 3.001
H 1.695 -1.392 3.377
H 1.730 -3.019 2.627
H 2.953 -2.564 3.851
C 4.341 -2.777 1.641
H 5.079 -2.508 0.873
H 4.892 -2.986 2.578
H 3.840 -3.710 1.334
C -3.969 -1.604 2.079
H -4.443 -2.532 2.449
H -3.123 -1.374 2.744
H -4.717 -0.798 2.158
C -2.688 -3.130 0.530
H -2.496 -3.416 -0.516
H -1.725 -3.070 1.051
H -3.280 -3.938 0.999
C -4.759 -2.044 -0.276
H -5.305 -2.927 0.105
H -5.458 -1.196 -0.273
H -4.474 -2.267 -1.318
C -2.611 2.380 -0.530
H -2.604 2.184 -1.616
H -3.105 3.356 -0.370
H -1.572 2.459 -0.174
C -3.318 1.707 1.755
H -2.276 1.716 2.114
H -3.731 2.727 1.868
H -3.902 1.034 2.400
C -4.844 1.281 -0.221
H -4.931 0.926 -1.262
H -5.482 0.652 0.420
H -5.251 2.308 -0.182
Mg -0.025 -0.376 0.536
C -0.421 -1.480 2.078
O -0.742 -2.051 3.052
N 0.234 0.955 -1.037
C 0.350 1.686 -1.951
C 0.514 2.523 -3.084
C 0.287 3.919 -2.991
C 0.911 1.951 -4.320
C 0.457 4.722 -4.122
H -0.016 4.353 -2.034
C 1.073 2.771 -5.439
H 1.090 0.873 -4.381
C 0.848 4.154 -5.345
H 0.282 5.800 -4.048
H 1.381 2.328 -6.392
H 0.979 4.790 -6.226
C 0.152 4.203 4.343
N 0.202 2.900 3.693
C 0.240 1.791 4.415
C 0.212 0.752 3.568
N 0.165 1.147 2.256
C 0.176 2.512 2.378
H -0.744 4.233 5.010
H 1.044 4.324 5.000
H 0.092 5.026 3.613
H 0.254 1.730 5.499
H 0.191 -0.214 4.001
H 0.119 3.203 1.550
*
```

The HOMO-LUMO gap is 5.7 eV. For the LUMO energy, the calculation gives -2.822 eV. The calculation puts the HOMO energy at -8.5 eV.

Löwdin population analysis, charges in e, atoms 1 to 2: -0.376 -0.364

No. 7
ORCA calculation (wB97M-V/def2-TZVPD) on a 11-piece molecular cluster, C33H78ClN10O13 overall in a non-equilibrium geometry.

The geometry in ORCA input format:
```
! RIJCOSX wB97M-V def2-TZVPD def2/J DEFGRID3
* xyz -1 1
Cl 1.444 -0.242 -0.689
O 0.399 0.773 -0.649
O 2.095 -0.012 0.546
O 1.009 -1.591 -0.813
O 2.360 0.086 -1.728
C -4.908 0.722 4.164
C -4.453 -0.496 4.929
N -3.707 -1.359 4.027
C -4.527 -2.008 2.987
C -5.801 -2.768 3.411
C -2.421 -0.916 3.540
C -1.438 -0.284 4.556
H -5.705 0.624 3.427
H -4.080 1.282 3.729
H -5.323 1.408 4.902
H -3.828 -0.180 5.764
H -5.381 -0.925 5.306
H -4.768 -1.277 2.215
H -3.853 -2.694 2.475
H -5.660 -3.481 4.223
H -6.593 -2.092 3.735
H -6.176 -3.268 2.518
H -2.530 -0.234 2.696
H -1.924 -1.805 3.152
H -0.497 -0.131 4.029
H -1.242 -0.936 5.407
H -1.888 0.645 4.907
C 3.132 0.436 7.143
O 3.438 -0.455 7.940
N 3.910 0.890 6.160
C 3.612 2.037 5.320
C 5.210 0.250 5.894
H 2.121 0.872 7.161
H 2.615 2.421 5.538
H 3.619 1.798 4.256
H 4.422 2.715 5.585
H 5.184 -0.200 4.902
H 6.060 0.931 5.893
H 5.380 -0.536 6.629
C -5.690 4.978 -2.741
O -5.492 5.195 -3.917
N -4.712 4.451 -1.947
C -4.947 4.154 -0.502
C -3.438 4.044 -2.503
H -6.641 5.144 -2.211
H -4.064 4.548 0.000
H -5.136 3.094 -0.332
H -5.832 4.624 -0.071
H -3.191 3.028 -2.192
H -3.401 4.062 -3.592
H -2.615 4.641 -2.110
C -1.646 -7.672 -1.831
O -0.509 -7.920 -1.376
N -2.558 -6.929 -1.154
C -3.855 -6.508 -1.672
C -2.231 -6.307 0.146
H -1.956 -7.968 -2.845
H -4.018 -6.878 -2.685
H -3.777 -5.422 -1.709
H -4.744 -6.794 -1.110
H -1.613 -5.429 -0.041
H -3.157 -6.103 0.683
H -1.810 -7.103 0.759
C 1.759 5.562 0.746
O 2.405 6.463 0.234
N 0.732 5.752 1.576
C -0.072 4.689 2.279
C 0.276 7.131 1.814
H 1.930 4.478 0.657
H 0.576 3.818 2.379
H -0.944 4.414 1.686
H -0.473 5.059 3.223
H 0.899 7.826 1.251
H -0.761 7.241 1.496
H 0.369 7.384 2.870
C 2.614 -3.526 -5.752
O 1.959 -2.777 -6.467
N 2.086 -4.498 -4.974
C 2.766 -5.233 -3.888
C 0.627 -4.718 -4.865
H 3.703 -3.471 -5.601
H 3.852 -5.196 -3.976
H 2.511 -6.264 -4.131
H 2.339 -4.934 -2.930
H 0.382 -5.779 -4.819
H 0.235 -4.267 -3.954
H 0.057 -4.308 -5.699
C 6.702 3.486 -1.947
O 7.160 3.821 -3.046
N 7.266 3.671 -0.707
C 6.638 3.233 0.527
C 8.561 4.367 -0.583
H 5.711 3.017 -1.852
H 5.672 2.797 0.270
H 6.488 4.124 1.136
H 7.256 2.473 1.005
H 9.363 3.756 -0.167
H 8.922 4.824 -1.504
H 8.428 5.142 0.172
C 1.082 3.438 -5.753
O 0.914 2.526 -6.519
N 1.377 4.720 -6.129
C 1.604 5.742 -5.157
C 1.385 5.079 -7.530
H 1.099 3.273 -4.664
H 1.032 6.644 -5.375
H 2.627 6.115 -5.221
H 1.540 5.412 -4.120
H 1.201 4.252 -8.216
H 0.618 5.796 -7.823
H 2.371 5.459 -7.795
C 2.219 -5.902 2.538
O 2.395 -7.072 2.068
N 2.350 -5.634 3.858
C 2.476 -4.260 4.337
C 2.687 -6.640 4.851
H 2.055 -4.979 1.962
H 2.173 -3.491 3.626
H 3.532 -4.092 4.547
H 1.868 -4.095 5.226
H 2.285 -7.605 4.544
H 3.741 -6.778 5.090
H 2.246 -6.401 5.819
C -2.472 -1.043 -4.737
O -2.097 -1.090 -5.930
N -3.776 -1.018 -4.339
C -4.039 -0.918 -2.916
C -4.916 -1.110 -5.221
H -1.801 -0.957 -3.868
H -4.802 -0.156 -2.757
H -3.191 -0.707 -2.265
H -4.495 -1.768 -2.409
H -4.611 -1.202 -6.263
H -5.602 -1.915 -4.959
H -5.344 -0.107 -5.194
*
```

The HOMO-LUMO gap is 7.7 eV. For the LUMO energy, the calculation gives 1.610 eV. The calculation puts the HOMO energy at -6.1 eV.

Löwdin population analysis, charges in e, atoms 1 to 2: 0.562 -0.420

No. 8
ORCA calculation (wB97M-V/def2-TZVPD) on C12H12F12N4O12S4Zn as an isolated structure in a non-equilibrium geometry.

The geometry in ORCA input format:
```
! RIJCOSX wB97M-V def2-TZVPD def2/J DEFGRID3
* xyz -2 1
Zn 0.565 -0.779 0.202
C 3.666 1.941 0.986
F 4.249 3.067 1.273
F 4.495 1.244 0.147
F 3.435 1.202 2.103
S 1.925 2.192 0.129
O 1.181 1.006 0.348
O 1.319 3.332 0.873
O 2.227 2.334 -1.341
C 1.623 -1.500 -4.406
F 1.391 -2.710 -3.784
F 2.953 -1.067 -4.289
F 1.213 -1.404 -5.703
S 0.636 -0.233 -3.251
O 0.792 -0.583 -1.802
O 1.339 1.085 -3.528
O -0.751 -0.340 -3.598
C -3.726 -1.265 0.645
F -3.366 -0.931 1.877
F -3.352 -2.518 0.230
F -5.027 -1.076 0.394
S -2.641 0.019 -0.366
O -1.270 -0.177 0.109
O -2.795 -0.249 -1.818
O -3.050 1.348 0.060
C -2.037 4.657 -2.029
F -3.339 4.608 -2.170
F -1.522 5.828 -2.358
F -1.806 4.416 -0.737
S -1.162 3.388 -3.241
O -1.228 3.877 -4.636
O 0.299 3.470 -2.865
O -1.777 2.073 -3.027
C -0.996 -4.993 -1.453
C -0.579 -3.749 -0.761
N -0.269 -2.800 -0.223
H -0.645 -5.760 -0.763
H -0.518 -5.044 -2.432
H -2.076 -5.090 -1.560
C -1.434 2.197 3.080
C -1.314 3.013 4.289
N -1.117 3.679 5.265
H -2.054 1.359 3.399
H -0.471 1.782 2.782
H -1.836 2.893 2.343
C 4.782 -2.684 1.355
C 3.476 -2.115 0.978
N 2.416 -1.689 0.668
H 4.798 -3.760 1.178
H 4.804 -2.574 2.440
H 5.572 -2.089 0.897
C -1.547 -1.515 4.371
C -0.539 -1.379 3.307
N 0.227 -1.248 2.399
H -2.282 -0.714 4.288
H -0.962 -1.432 5.287
H -1.896 -2.545 4.441
*
```

The HOMO-LUMO gap is 4.2 eV. For the LUMO energy, the calculation gives 2.839 eV. The calculation puts the HOMO energy at -1.4 eV.

natural (NBO) population analysis, charges in e, atoms 1 to 2: 1.720 0.719